#w
Formula: C7H17N
Source: the Open Molecules 2025 dataset
Level of theory: the ωB97M-V functional and the def2-TZVPD basis

XYZ file:
```
25
Properties=species:S:1:pos:R:3:mulliken_charge:R:1
C 1.38 -1.46 -2.21 -1.52
C 0.31 -1.35 -1.18 0.59
C 0.46 -2.54 -0.05 -1.40
C 0.18 0.03 -0.71 -0.65
N -1.20 0.22 -0.03 -0.54
C -1.17 1.37 1.09 0.45
C -0.25 1.09 2.35 -1.30
C -0.78 2.70 0.36 -1.63
H 2.31 -0.88 -1.79 0.29
H 1.55 -2.46 -2.46 0.47
H 1.08 -0.95 -3.11 0.37
H -0.71 -1.75 -1.45 0.28
H -0.22 -2.39 0.79 0.39
H 0.16 -3.50 -0.61 0.33
H 1.50 -2.63 0.11 0.37
H 0.07 0.82 -1.51 0.27
H 1.01 0.32 -0.06 0.35
H -1.43 -0.53 0.56 0.25
H -2.23 1.58 1.44 0.42
H 0.59 1.82 2.41 0.31
H 0.14 0.12 2.50 0.36
H -0.91 1.42 3.14 0.39
H 0.32 2.81 0.20 0.31
H -1.12 2.65 -0.68 0.38
H -1.04 3.53 0.90 0.47
```

## Properties
Structure (SMILES): CC(C)CNC(C)C
Frontier orbital gap, eV: 10.0
Total charge: 0
Highest occupied orbital energy, eV: -8.963
Spin multiplicity: 1

#x
Formula: C7H17N
Source: the Open Molecules 2025 dataset
Level of theory: the ωB97M-V functional and the def2-TZVPD basis

XYZ file:
```
25
Properties=species:S:1:pos:R:3:mulliken_charge:R:1
C -3.47 -1.32 1.34 -1.14
C -1.99 -0.96 1.51 -0.39
C -1.50 0.03 0.43 -0.75
N -0.17 -0.38 -0.03 -0.30
C 0.91 0.61 -0.25 0.39
C 2.03 0.37 0.81 -1.52
C 1.56 0.29 -1.61 -0.73
C 2.63 1.33 -2.04 -1.30
H -4.02 -1.31 2.28 0.31
H -4.03 -0.67 0.65 0.34
H -3.58 -2.32 0.92 0.29
H -1.78 -0.55 2.49 0.33
H -1.41 -1.85 1.34 0.34
H -1.64 1.05 0.79 0.36
H -2.13 -0.05 -0.47 0.32
H -0.22 -0.98 -0.84 0.23
H 0.50 1.61 -0.21 0.30
H 3.01 0.49 0.37 0.36
H 1.84 -0.65 1.14 0.39
H 1.86 0.86 1.77 0.35
H 0.82 0.30 -2.41 0.42
H 2.09 -0.64 -1.44 0.36
H 3.37 0.78 -2.62 0.31
H 3.16 1.86 -1.25 0.37
H 2.18 2.10 -2.66 0.36
```

## Properties
Structure (SMILES): CCCN[C@@H](C)CC
Frontier orbital gap, eV: 9.5
Total charge: 0
Highest occupied orbital energy, eV: -8.297
Spin multiplicity: 1

#y
Formula: C7H17N
Source: the Open Molecules 2025 dataset
Level of theory: the ωB97M-V functional and the def2-TZVPD basis

XYZ file:
```
25
Properties=species:S:1:pos:R:3:mulliken_charge:R:1
C 1.13 -1.26 0.37 -0.32
N 0.11 -0.44 0.97 -0.47
C -1.21 -0.99 0.70 -1.19
C -2.07 -0.14 -0.29 0.69
C -1.30 -0.01 -1.59 -1.40
C -2.33 1.24 0.39 -1.31
C 2.31 -0.39 0.18 -0.19
C 3.09 -0.02 1.32 -0.88
H 1.35 -2.25 0.85 0.34
H 0.87 -1.59 -0.64 0.26
H -1.07 -1.97 0.23 0.46
H 1.70 2.34 -1.94 0.27
H -1.81 -1.15 1.61 0.37
H -3.06 -0.57 -0.48 0.40
H -1.17 -0.94 -2.14 0.33
H -1.83 0.67 -2.28 0.43
H -0.38 0.53 -1.36 0.15
H -2.38 2.13 -0.23 0.35
H -1.61 1.30 1.20 0.31
H -3.29 1.13 0.92 0.32
H 2.50 -0.17 -0.86 0.50
H 1.22 2.12 -1.42 -0.32
H 2.18 0.64 1.03 0.27
H 2.93 -0.47 2.29 0.33
H 4.12 0.27 1.16 0.32
```

## Properties
Frontier orbital gap, eV: 6.0
Total charge: 0
Highest occupied orbital energy, eV: -6.606
Spin multiplicity: 1

Which one sits at the bottom of the stability order? #y does.

#w
Formula: C19H35AuN8O3PS
Source: the Open Molecules 2025 dataset
Level of theory: the ωB97M-V functional and the def2-TZVPD basis

XYZ file:
```
68
Properties=species:S:1:pos:R:3:mulliken_charge:R:1
Au 0.24 0.26 0.62 0.80
C 3.46 -0.21 1.59 -0.71
N 2.77 0.01 0.27 0.40
C 3.19 -1.09 -0.65 -0.38
N 4.64 -1.06 -0.75 0.38
C 5.27 -1.35 0.54 -0.60
N 4.90 -0.26 1.45 0.10
C 5.39 0.97 0.84 -0.68
N 4.75 1.13 -0.48 0.27
C 3.31 1.25 -0.34 -0.63
C 5.17 0.12 -1.44 -0.42
H 3.11 -1.15 2.01 0.28
H 3.18 0.61 2.26 0.36
H 2.74 -0.93 -1.63 0.29
H 2.92 -2.06 -0.25 -0.10
H 6.35 -1.38 0.42 0.42
H 4.90 -2.31 0.90 0.23
H 6.47 0.93 0.72 0.35
H 5.13 1.83 1.46 0.35
H 2.85 1.40 -1.32 0.28
H 3.08 2.10 0.29 0.29
H 6.25 0.07 -1.52 0.32
H 4.70 0.26 -2.41 0.30
S 0.59 2.45 1.36 -0.46
C -0.43 3.48 0.41 0.43
N -1.45 3.12 -0.35 0.31
C -2.11 4.29 -0.96 -0.49
C -1.28 5.48 -0.42 -0.51
N -0.26 4.79 0.40 -0.16
H -1.82 2.18 -0.33 0.08
H -3.15 4.34 -0.65 0.32
H -2.07 4.22 -2.05 0.33
H -1.86 6.15 0.20 0.33
H -0.80 6.04 -1.22 0.31
H 0.47 5.26 0.91 0.22
C -2.34 -0.22 3.12 -1.16
P -3.06 0.11 1.51 1.26
C -4.02 -1.32 1.02 -1.21
C -4.17 1.50 1.68 -1.18
O -1.97 0.42 0.46 -1.08
H -3.13 -0.42 3.85 0.43
H -1.77 0.65 3.45 0.36
H -1.69 -1.09 3.06 0.29
H -4.81 -1.51 1.75 0.42
H -3.37 -2.19 0.96 0.33
H -4.47 -1.13 0.04 0.37
H -4.95 1.27 2.41 0.44
H -4.65 1.71 0.72 0.36
H -3.62 2.38 2.01 0.34
O 3.33 -4.93 3.91 -0.52
C 3.20 -5.93 2.93 -0.49
N 2.12 -5.52 2.05 -0.20
C 2.31 -4.55 1.16 0.60
O 3.39 -4.03 0.88 -0.67
C 1.12 -3.93 0.46 -0.06
C 0.56 -4.38 -0.73 -0.09
C -0.30 -3.54 -1.42 -0.98
C -0.51 -2.26 -0.96 -0.48
N 0.05 -1.82 0.18 0.21
C 0.80 -2.66 0.90 -0.57
H 3.84 -5.27 4.65 0.33
H 2.91 -6.89 3.37 0.42
H 4.11 -6.05 2.34 0.30
H 1.19 -5.84 2.24 0.27
H 0.81 -5.36 -1.12 0.58
H -0.77 -3.87 -2.34 0.47
H -1.12 -1.55 -1.50 0.62
H 1.20 -2.28 1.83 0.65
```

## Properties
Frontier orbital gap (spin up / spin down), eV: 9.2 / 6.1
Total charge: +3
Highest occupied orbital energy (spin up / spin down), eV: -17.128 / -17.236
Spin multiplicity: 3

#x
Formula: C19H35AuN8O3PS
Source: the Open Molecules 2025 dataset
Level of theory: the ωB97M-V functional and the def2-TZVPD basis

XYZ file:
```
68
Properties=species:S:1:pos:R:3:mulliken_charge:R:1
Au 0.15 -0.52 0.76 0.52
C -2.15 0.94 -2.19 -0.63
N -1.60 -0.37 -1.78 0.44
C -0.76 -0.81 -2.90 -0.84
N -1.58 -0.87 -4.11 0.37
C -2.05 0.44 -4.57 -0.48
N -2.90 0.80 -3.43 0.29
C -4.03 -0.13 -3.26 -0.79
N -3.51 -1.44 -2.89 0.20
C -2.74 -1.34 -1.66 -0.41
C -2.65 -1.87 -3.99 -0.60
H -1.33 1.65 -2.32 0.30
H -2.82 1.32 -1.42 0.27
H -0.36 -1.80 -2.70 0.35
H 0.06 -0.10 -3.05 0.26
H -2.63 0.35 -5.48 0.31
H -1.22 1.13 -4.70 0.30
H -4.59 -0.19 -4.18 0.39
H -4.68 0.24 -2.46 0.44
H -2.33 -2.31 -1.40 0.33
H -3.41 -1.00 -0.87 -0.02
H -3.20 -1.94 -4.92 0.34
H -2.19 -2.84 -3.76 0.34
S 1.01 1.86 0.53 -0.19
C 1.32 2.55 2.09 0.17
N 0.84 3.72 2.45 -0.08
C 1.33 4.14 3.78 -0.45
C 2.31 3.00 4.14 -0.49
N 2.09 2.04 3.04 0.01
H 0.27 4.29 1.85 0.22
H 0.50 4.22 4.47 0.29
H 1.82 5.11 3.71 0.33
H 2.08 2.55 5.10 0.30
H 3.35 3.33 4.14 0.33
H 2.71 1.27 2.86 0.18
C 3.92 -1.00 -1.36 -1.16
P 2.82 -2.12 -0.50 1.02
C 2.84 -3.68 -1.37 -1.19
C 3.46 -2.37 1.14 -1.09
O 1.38 -1.57 -0.48 -0.67
H 4.92 -1.42 -1.39 0.43
H 3.95 -0.04 -0.85 0.34
H 3.57 -0.85 -2.38 0.36
H 3.85 -4.08 -1.38 0.41
H 2.51 -3.53 -2.40 0.37
H 2.18 -4.40 -0.88 0.36
H 4.46 -2.81 1.09 0.41
H 2.82 -3.05 1.70 0.37
H 3.53 -1.42 1.66 0.23
O -6.04 0.04 -1.36 -0.52
C -6.44 0.68 -0.15 -0.51
N -5.38 0.41 0.79 -0.17
C -4.77 1.37 1.53 0.21
O -5.07 2.54 1.57 -0.56
C -3.54 0.90 2.28 0.22
C -3.38 1.02 3.65 -0.40
C -2.15 0.67 4.20 -0.89
C -1.12 0.25 3.37 -0.15
N -1.29 0.16 2.05 -0.40
C -2.48 0.47 1.52 0.42
H -6.81 -0.03 -1.94 0.27
H -7.39 0.29 0.21 0.35
H -6.51 1.77 -0.26 0.36
H -5.09 -0.55 0.87 0.35
H -4.18 1.39 4.27 0.58
H -1.98 0.73 5.27 0.48
H -0.15 -0.02 3.76 0.52
H -2.56 0.39 0.44 0.37
```

## Properties
Frontier orbital gap (spin up / spin down), eV: 9.3 / 6.4
Total charge: +3
Highest occupied orbital energy (spin up / spin down), eV: -17.135 / -17.187
Spin multiplicity: 3

Which one sits at the bottom of the stability order? #x does.

#w
Formula: C2H8N3
Source: the Open Molecules 2025 dataset
Level of theory: the ωB97M-V functional and the def2-TZVPD basis

XYZ file:
```
13
Properties=species:S:1:pos:R:3:mulliken_charge:R:1
N -0.06 1.89 0.25 -0.49
C -0.48 0.60 0.35 -0.04
C 0.45 -0.31 1.08 -0.42
N 0.43 -0.22 -0.36 -0.34
N -0.06 -1.31 -1.20 -0.29
H 0.84 2.00 0.52 0.19
H -0.60 2.68 0.65 0.25
H -1.52 0.39 0.20 0.39
H 1.29 0.22 1.50 0.21
H 0.10 -1.28 1.39 0.34
H -1.03 -1.67 -1.07 0.35
H 0.64 -2.26 -1.24 0.43
H 0.01 -0.73 -2.06 0.40
```

## Properties
Structure (SMILES): N[C@@H]1CN1[NH3+]
Frontier orbital gap, eV: 9.4
Total charge: +1
Highest occupied orbital energy, eV: -13.477
Spin multiplicity: 1

#x
Formula: C2H8N3
Source: the Open Molecules 2025 dataset
Level of theory: the ωB97M-V functional and the def2-TZVPD basis

XYZ file:
```
13
Properties=species:S:1:pos:R:3:mulliken_charge:R:1
C -1.30 0.35 -0.27 -0.32
C 0.00 0.90 0.21 0.19
N 1.67 -0.86 -0.12 -0.54
N 1.15 0.37 0.04 0.20
N -1.23 -1.00 0.16 -0.46
H -2.18 0.76 0.13 0.33
H -1.35 0.28 -1.33 0.29
H -0.63 3.52 0.28 0.08
H 1.19 -1.71 -0.33 0.16
H 2.64 -0.95 0.24 0.28
H 1.94 1.09 0.15 0.34
H -1.36 -1.18 1.15 0.25
H -0.56 -1.56 -0.30 0.21
```

## Properties
Frontier orbital gap (spin up / spin down), eV: 8.0 / 9.5
Total charge: +1
Highest occupied orbital energy (spin up / spin down), eV: -14.197 / -14.052
Spin multiplicity: 1

Which one sits at the bottom of the stability order? #x does.

#w
Formula: C2H8N3
Source: the Open Molecules 2025 dataset
Level of theory: the ωB97M-V functional and the def2-TZVPD basis

XYZ file:
```
13
Properties=species:S:1:pos:R:3:mulliken_charge:R:1
N 1.12 0.90 0.10 -0.67
C 0.93 -0.63 -0.02 -0.08
C -0.36 -1.10 0.08 -0.17
N -1.48 -0.37 0.10 0.11
N -1.60 0.93 -0.14 -0.49
H 1.21 1.29 1.04 0.25
H 1.90 1.09 -0.43 0.21
H 1.34 -1.10 0.91 0.26
H 1.29 -0.97 -0.95 0.36
H -0.47 -2.27 0.49 0.26
H -2.28 -0.96 0.18 0.27
H -0.65 1.42 -0.04 0.39
H -2.48 1.36 0.26 0.31
```

## Properties
Structure (SMILES): NC/C=[NH+]\N
Frontier orbital gap, eV: 10.0
Total charge: +1
Highest occupied orbital energy, eV: -14.341
Spin multiplicity: 1

#x
Formula: C2H8N3
Source: the Open Molecules 2025 dataset
Level of theory: the ωB97M-V functional and the def2-TZVPD basis

XYZ file:
```
13
Properties=species:S:1:pos:R:3:mulliken_charge:R:1
C 0.27 -1.49 1.63 -0.74
N 0.22 -0.15 0.99 -0.13
C -0.21 -0.01 -0.24 0.24
N -0.45 0.89 -1.30 -0.19
N -0.27 2.36 -1.93 -0.44
H -0.63 -2.09 1.31 0.34
H 1.19 -1.97 1.62 0.32
H 0.26 -1.04 2.62 0.30
H 0.64 0.66 1.44 0.27
H -0.45 -1.04 -0.58 0.19
H -1.17 0.40 -1.88 0.30
H 0.16 3.02 -1.34 0.26
H 0.22 2.17 -2.79 0.29
```

## Properties
Structure (SMILES): C/[NH+]=C/NN
Frontier orbital gap, eV: 10.7
Total charge: +1
Highest occupied orbital energy, eV: -14.431
Spin multiplicity: 1

#y
Formula: C2H8N3
Source: the Open Molecules 2025 dataset
Level of theory: the ωB97M-V functional and the def2-TZVPD basis

XYZ file:
```
13
Properties=species:S:1:pos:R:3:mulliken_charge:R:1
C -0.60 0.14 0.06 0.85
C -1.80 -0.78 -0.24 -0.90
N 0.18 -0.44 -0.69 -0.26
N -0.55 1.21 0.82 -0.35
N 2.33 0.00 -0.30 -0.64
H -2.69 -0.11 -0.38 0.36
H -1.93 -1.58 0.51 0.30
H -1.77 -1.23 -1.32 0.31
H -1.32 1.34 1.39 0.25
H 0.40 1.53 1.00 0.21
H 2.51 -1.01 -0.10 0.31
H 2.83 0.20 -1.14 0.28
H 2.40 0.72 0.39 0.27
```

## Properties
Frontier orbital gap, eV: 9.6
Total charge: +1
Highest occupied orbital energy, eV: -15.286
Spin multiplicity: 1

#z
Formula: C2H8N3
Source: the Open Molecules 2025 dataset
Level of theory: the ωB97M-V functional and the def2-TZVPD basis

XYZ file:
```
13
Properties=species:S:1:pos:R:3:mulliken_charge:R:1
C 0.81 0.89 -0.01 0.17
C -1.74 0.36 0.12 -0.67
N 2.05 0.39 0.08 -0.32
N -0.31 0.18 -0.10 -0.13
N 0.29 -1.75 -0.26 -0.55
H 0.63 1.96 0.14 0.32
H -1.76 1.53 0.27 0.29
H -2.20 0.23 -0.89 0.33
H -2.25 -0.13 0.97 0.30
H 2.80 1.03 -0.24 0.30
H -0.44 -2.19 -0.80 0.29
H 0.07 -1.81 0.73 0.32
H 2.05 -0.70 0.00 0.36
```

## Properties
Frontier orbital gap, eV: 9.6
Total charge: +1
Highest occupied orbital energy, eV: -15.274
Spin multiplicity: 1

Which one sits at the bottom of the stability order? #z does.